Computed, not measured: a cluster of 8 separate species, C48H94I3NO24P in total, with ωB97M-V/def2-TZVPD.

Structure (ORCA input):
```
! RIJCOSX wB97M-V def2-TZVPD def2/J DEFGRID3
* xyz 1 1
C -6.710 -9.946 4.248
C -6.320 -8.458 4.819
C -5.217 -8.450 5.997
C -3.621 -8.410 5.572
C -3.114 -9.830 6.211
C -3.208 -8.021 4.084
C -1.859 -8.753 3.415
P -2.034 -10.614 3.070
C -3.803 -11.164 2.650
C -0.888 -11.220 1.659
C -0.399 -8.212 3.926
C 0.194 -8.842 5.300
C 0.648 -10.367 5.424
C 0.366 -10.973 6.959
C 0.105 -12.592 6.848
O 1.381 -13.312 6.555
C 0.582 -8.214 2.621
I 1.506 -6.256 2.076
C 1.893 -9.192 2.639
C 2.497 -9.169 1.077
I 3.591 -8.381 3.841
C -0.757 -6.665 4.492
C -1.830 -5.925 3.514
C -1.699 -4.302 3.514
C -2.487 -3.568 2.230
C -2.378 -1.932 2.255
C -1.679 -1.405 0.834
C -2.710 -0.464 -0.065
C -2.427 -0.538 -1.686
O -3.577 -1.183 -2.389
C -3.518 -2.649 -2.267
C -2.226 -3.590 -2.699
O -4.618 -3.289 -1.797
N -3.200 -6.528 3.698
I -4.444 -5.296 4.765
H -6.323 -10.808 4.946
H -7.892 -10.030 4.246
H -6.351 -10.030 3.138
H -6.057 -7.774 3.877
H -7.328 -7.988 5.252
H -5.435 -7.482 6.664
H -5.494 -9.352 6.730
H -3.142 -7.589 6.301
H -2.090 -10.234 5.890
H -3.936 -10.642 5.925
H -3.184 -9.735 7.397
H -4.041 -8.490 3.361
H -1.968 -8.344 2.289
H -3.763 -12.035 1.866
H -4.401 -10.282 2.156
H -4.385 -11.542 3.621
H 0.085 -11.646 2.166
H -1.419 -12.151 1.149
H -0.687 -10.428 0.817
H 1.115 -8.149 5.617
H -0.597 -8.659 6.178
H 1.840 -10.403 5.337
H 0.264 -11.148 4.652
H 1.362 -10.833 7.590
H -0.524 -10.417 7.504
H -0.344 -13.023 7.858
H -0.630 -12.834 5.960
H 1.810 -12.920 5.719
H 0.043 -8.510 1.595
H 1.682 -10.322 2.854
H 1.662 -9.094 0.263
H 3.380 -8.399 0.948
H 2.997 -10.242 0.928
H -1.296 -6.714 5.560
H 0.218 -6.048 4.746
H -1.509 -6.218 2.397
H -0.548 -4.093 3.255
H -1.864 -3.756 4.531
H -3.611 -3.956 2.139
H -1.944 -4.024 1.269
H -1.839 -1.527 3.212
H -3.497 -1.521 2.206
H -1.206 -2.272 0.205
H -0.783 -0.709 1.178
H -2.523 0.673 0.244
H -3.832 -0.746 0.154
H -1.393 -1.002 -1.981
H -2.419 0.584 -2.089
H -1.229 -3.165 -2.249
H -2.079 -3.578 -3.883
H -2.348 -4.706 -2.310
H -3.624 -6.497 2.718
C 1.855 5.511 -1.928
O 1.333 4.184 -1.889
C 0.702 3.798 -3.027
O 0.558 4.476 -4.032
O 0.259 2.527 -2.852
C -0.430 1.986 -3.977
H 2.338 5.713 -0.968
H 2.607 5.606 -2.719
H 1.049 6.238 -2.069
H 0.230 1.941 -4.849
H -1.327 2.573 -4.199
H -0.739 0.968 -3.727
C 1.414 12.114 -1.828
O 0.892 10.787 -1.789
C 0.261 10.401 -2.926
O 0.117 11.079 -3.932
O -0.182 9.131 -2.752
C -0.871 8.590 -3.877
H 1.897 12.316 -0.868
H 2.166 12.210 -2.618
H 0.609 12.842 -1.969
H -0.210 8.544 -4.749
H -1.768 9.176 -4.099
H -1.180 7.571 -3.626
C 7.376 4.800 2.555
O 7.151 4.113 1.325
C 5.843 3.878 1.048
O 4.893 4.198 1.746
O 5.776 3.225 -0.139
C 4.450 2.909 -0.561
H 8.454 4.934 2.674
H 6.905 5.788 2.537
H 7.007 4.209 3.400
H 3.863 3.822 -0.703
H 3.964 2.243 0.159
H 4.515 2.389 -1.521
C 1.630 18.760 -0.976
O 1.108 17.433 -0.937
C 0.477 17.047 -2.075
O 0.333 17.725 -3.080
O 0.034 15.776 -1.900
C -0.655 15.235 -3.025
H 2.113 18.962 -0.016
H 2.382 18.855 -1.767
H 0.824 19.487 -1.117
H 0.005 15.190 -3.897
H -1.552 15.822 -3.247
H -0.964 14.217 -2.775
C -0.777 20.340 -4.912
O -0.282 21.476 -5.619
C 0.922 21.924 -5.182
O 1.577 21.445 -4.270
O 1.269 22.998 -5.935
C 2.524 23.579 -5.586
H -1.744 20.067 -5.345
H -0.097 19.489 -5.025
H -0.928 20.579 -3.855
H 3.336 22.857 -5.725
H 2.505 23.947 -4.555
H 2.701 24.428 -6.251
C -1.728 7.119 -9.777
O -1.028 5.946 -9.367
C -1.088 5.696 -8.035
O -1.673 6.374 -7.204
O -0.386 4.562 -7.787
C -0.363 4.174 -6.415
H -1.613 7.221 -10.860
H -2.796 7.030 -9.551
H -1.304 8.008 -9.300
H -1.376 3.967 -6.055
H 0.117 4.946 -5.804
H 0.226 3.256 -6.333
C 6.206 -10.402 -4.081
O 7.010 -10.270 -2.911
C 6.453 -9.514 -1.932
O 5.364 -8.965 -1.982
O 7.318 -9.474 -0.887
C 6.861 -8.706 0.225
H 6.748 -11.026 -4.796
H 5.257 -10.894 -3.844
H 6.031 -9.424 -4.541
H 5.939 -9.131 0.634
H 6.712 -7.660 -0.063
H 7.630 -8.743 1.001
*
```

Values from the calculation:
- calculated total energy (a.u.) = -4979.52635
- E_LUMO (eV) = -4.330
- Kohn-Sham gap (eV) = 6.092